A) Density functional theory data (ωB97M-V with the def2-TZVPD basis set) for a single C3H2Br2P2 molecule.

Each line ends with the Mulliken charge.
CARTESIAN COORDINATES (ANGSTROEM)
C1 -0.624 -1.429 0.314  -0.31
C2 -1.221 0.168 -0.086  0.03
C3 1.427 0.086 0.029  0.06
P1 1.063 -1.608 0.127  -0.14
P2 0.125 1.289 0.096  0.05
Br1 -3.030 0.688 -0.092  -0.07
Br2 3.271 0.573 -0.127  -0.11
H1 -1.463 -2.022 0.580  0.39
H2 0.453 2.255 -0.842  0.10

For the HOMO energy (alpha / beta), the calculation gives -8.127 / -8.127 eV. The calculation puts the LUMO energy (alpha / beta) at -1.12 / -1.12 eV. As for the SMILES: BrC1=[PH]=C(Br)P=C1. For the orbital gap (alpha / beta), the calculation gives 7.0 / 7.0 eV.

---

B) Density functional theory data (ωB97M-V with the def2-TZVPD basis set) for a single C3H2Br2P2 molecule.

Each line ends with the Mulliken charge.
CARTESIAN COORDINATES (ANGSTROEM)
C1 -1.012 -0.166 0.044  -0.53
C2 -2.415 -0.231 0.055  0.68
C3 -3.210 0.818 0.039  -0.47
P1 -0.799 3.251 0.139  -0.07
P2 -0.201 1.349 0.034  0.17
Br1 -3.078 -2.123 0.064  -0.18
Br2 -5.015 1.028 -0.057  -0.01
H1 -0.422 -1.068 0.001  0.36
H2 1.113 0.896 -0.018  0.05

For the HOMO energy (alpha / beta), the calculation gives -8.229 / -7.935 eV. The calculation puts the LUMO energy (alpha / beta) at -2.09 / -2.29 eV. For the orbital gap (alpha / beta), the calculation gives 6.1 / 5.6 eV.

---

Which is the most stable structure? A) is the most stable.

---

A) Density functional theory data (ωB97M-V with the def2-TZVPD basis set) for C3H6O3S as an isolated structure.

Each line ends with the Mulliken charge.
CARTESIAN COORDINATES (ANGSTROEM)
C1 -2.132 -0.953 -0.009  0.06
C2 0.929 0.971 1.088  -1.11
C3 1.227 -0.101 -0.072  -0.45
O1 -2.213 -0.754 1.140  -0.33
O2 -0.674 1.031 -1.894  -0.58
O3 -0.112 -1.394 -2.011  -0.61
S1 -0.295 -0.181 -1.186  0.83
H1 -2.756 -1.357 -0.711  0.43
H2 0.154 0.582 1.668  0.33
H3 1.828 1.105 1.707  0.33
H4 0.671 1.839 0.665  0.39
H5 1.303 -1.075 0.288  0.35
H6 2.069 0.287 -0.675  0.35

For the HOMO energy, the calculation gives -9.055 eV. The calculation puts the LUMO energy at -0.05 eV. For the orbital gap, the calculation gives 9.0 eV.

---

B) Density functional theory data (ωB97M-V with the def2-TZVPD basis set) for a single C3H6O3S molecule.

Each line ends with the Mulliken charge.
CARTESIAN COORDINATES (ANGSTROEM)
C1 0.599 -0.927 0.838  0.52
C2 -0.326 0.776 -0.781  -1.24
C3 -0.585 0.115 0.639  0.27
O1 0.426 -2.057 1.207  -0.41
O2 -1.791 -0.494 0.847  -0.49
O3 2.165 -0.405 0.451  -0.37
S1 3.292 -1.540 0.081  -0.07
H1 -1.260 1.059 -1.130  0.46
H2 0.368 1.607 -0.608  0.32
H3 0.198 0.028 -1.430  0.30
H4 -0.702 0.887 1.411  0.28
H5 -2.093 -0.896 0.033  0.32
H6 3.929 -1.753 1.175  0.11

For the HOMO energy, the calculation gives -8.887 eV. The calculation puts the LUMO energy at 0.59 eV. As for the SMILES: C[C@@H](O)C(=O)OS. For the orbital gap, the calculation gives 9.5 eV.

---

Which is the most stable structure? B) is the most stable.

---

A) Density functional theory data (ωB97M-V with the def2-TZVPD basis set) for a 2-piece molecular cluster, C3H5Cl overall.

Each line ends with the Mulliken charge.
CARTESIAN COORDINATES (ANGSTROEM)
C1 -1.135 -1.014 -0.927  0.16
C2 -2.036 -1.838 -1.282  -0.13
C3 1.261 1.102 0.994  -1.08
Cl1 -3.393 -2.160 -2.319  -0.07
H1 -0.262 -0.480 -0.600  0.07
H2 0.658 1.244 1.876  0.31
H3 1.126 0.582 0.014  0.19
H4 1.757 2.046 0.750  0.26
H5 2.025 0.520 1.494  0.30

For the HOMO energy, the calculation gives -10.132 eV. The calculation puts the LUMO energy at 0.23 eV. As for the SMILES: C#CCl.C. For the orbital gap, the calculation gives 10.4 eV.

---

B) Density functional theory data (ωB97M-V with the def2-TZVPD basis set) for a 2-piece molecular cluster, C3H5Cl overall.

Each line ends with the Mulliken charge.
CARTESIAN COORDINATES (ANGSTROEM)
C1 -0.991 0.520 -0.322  -0.40
C2 -1.818 -0.258 0.275  -0.06
C3 2.201 -0.063 -0.026  -0.82
Cl1 -3.610 -0.172 -0.088  -0.21
H1 -1.104 1.292 -0.978  0.35
H2 -1.654 -1.052 1.031  0.31
H3 2.836 -0.298 -0.911  0.27
H4 2.445 0.904 0.497  0.27
H5 1.696 -0.873 0.522  0.31

For the HOMO energy (alpha / beta), the calculation gives -9.809 / -9.172 eV. The calculation puts the LUMO energy (alpha / beta) at -0.04 / -1.09 eV. For the orbital gap (alpha / beta), the calculation gives 9.8 / 8.1 eV.

---

Which is the most stable structure? A) is the most stable.